[1]
57
Properties=species:S:1:pos:R:3:mulliken_charge:R:1 method="wB97M-V/def2-TZVPD" e_homo_ev="-7.0 / -7.8" total_charge=0 de_lowest_kj_mol=12.0 orbital_gap_ev="6.88 / 6.80" spin_multiplicity=5 s2=6.01 e_lumo_ev="-0.11 / -1.03"
Ir 0.20 -0.09 0.65 2.200
C 4.18 -1.60 -1.05 -1.770
C 3.05 -0.85 -0.44 0.860
N 2.15 -1.35 0.32 0.584
N 2.24 -2.68 0.63 -1.495
C 1.39 -3.01 1.57 0.527
N 1.39 -4.32 1.93 -0.414
S 0.30 -1.96 2.42 -0.509
C 2.94 0.62 -0.68 0.448
C 3.90 1.33 -1.39 -0.763
C 3.77 2.70 -1.52 -0.572
C 2.69 3.34 -0.93 -0.942
C 1.77 2.56 -0.24 -0.167
N 1.90 1.25 -0.12 0.041
H 4.09 -2.66 -0.82 0.386
H 5.14 -1.24 -0.68 0.359
H 4.17 -1.47 -2.14 0.368
H 2.15 -4.89 1.59 0.238
H 0.88 -4.61 2.74 0.210
H 4.74 0.81 -1.84 0.440
H 4.50 3.26 -2.08 0.414
H 2.54 4.40 -1.01 0.423
H 0.89 2.99 0.21 0.528
O 1.02 0.95 2.52 -0.632
N 0.38 2.03 2.92 0.328
C 1.08 2.93 3.65 -0.211
C 0.48 4.06 4.14 -0.767
C -0.88 4.26 3.89 -0.213
C -1.57 3.33 3.15 -0.873
C -0.94 2.19 2.64 0.669
S -1.73 1.00 1.68 -0.550
H 2.12 2.67 3.78 0.472
H 1.06 4.76 4.72 0.409
H -1.39 5.13 4.27 0.386
H -2.62 3.46 2.93 0.430
O -0.31 0.77 -3.36 -0.712
N -0.21 0.61 -2.16 1.135
O -0.68 1.40 -1.32 -0.534
O 0.39 -0.43 -1.70 -0.689
C -4.23 -2.81 -1.21 -1.622
C -3.24 -1.83 -1.82 1.566
C -3.13 -2.05 -3.33 -1.793
C -3.69 -0.38 -1.56 -1.437
N -1.90 -2.14 -1.29 -0.530
N -1.64 -1.62 0.02 -0.368
H -5.25 -2.60 -1.56 0.399
H -4.23 -2.73 -0.12 0.303
H -3.97 -3.83 -1.48 0.386
H -4.11 -1.98 -3.80 0.429
H -2.72 -3.04 -3.53 0.428
H -2.47 -1.31 -3.79 0.371
H -4.56 -0.16 -2.18 0.470
H -2.91 0.34 -1.79 0.208
H -4.01 -0.23 -0.53 0.445
H -1.19 -1.73 -1.89 0.211
H -1.45 -2.39 0.65 0.267
H -2.47 -1.15 0.37 0.225


[2]
46
Properties=species:S:1:pos:R:3:mulliken_charge:R:1 method="wB97M-V/def2-TZVPD" e_homo_ev=-11.5 total_charge=+1 orbital_gap_ev=7.84 spin_multiplicity=1 e_lumo_ev=-3.67
C 2.51 3.44 -0.77 -0.989
C 1.70 3.51 0.46 -0.259
H 1.55 4.43 0.80 0.592
H 2.29 2.89 1.20 0.195
S 0.17 3.01 0.18 -0.234
C 0.47 1.20 0.39 0.370
N 1.69 0.78 0.64 -0.553
C 1.98 -0.70 0.30 0.421
C 2.32 -1.15 -1.11 -1.383
H 1.34 -0.95 -1.65 0.329
H 3.02 -0.63 -1.38 0.939
C 2.90 -2.66 -1.19 -0.911
C 4.05 -2.53 -0.30 -1.136
C 3.62 -2.44 1.29 -0.976
H 2.97 -3.07 1.52 0.755
H 4.62 -2.42 2.01 0.282
C 3.13 -0.76 1.40 -1.298
H 3.95 -0.19 1.14 0.528
H 2.73 -0.77 2.30 0.612
H 4.82 -2.10 -0.41 0.893
H 4.44 -3.74 -0.33 0.274
H 2.11 -3.39 -0.68 0.235
H 3.07 -2.85 -2.08 0.798
N 0.79 -1.66 1.10 -0.218
C -0.50 -1.28 0.19 0.063
C -0.82 0.22 0.18 0.186
C -2.05 0.62 -0.24 0.690
C -2.85 -0.88 -0.36 -0.134
S -1.79 -2.10 0.27 -0.363
C -4.23 -0.81 -0.70 -0.064
C -4.63 0.31 -1.58 -0.760
C -4.16 1.66 -0.84 -1.351
H -4.64 2.51 -1.18 0.525
C -2.64 1.87 -0.61 -1.402
H -2.39 2.55 0.17 0.731
H -2.35 1.91 -1.51 0.477
H -4.66 1.57 0.10 0.450
H -5.72 0.39 -1.44 0.350
H -4.10 0.39 -2.48 0.392
H -4.25 -1.89 -1.29 0.263
H -4.93 -0.89 0.26 0.227
H 0.88 -1.71 2.20 0.362
H 1.06 -2.53 0.63 0.296
H 2.12 4.15 -1.56 0.323
H 3.67 3.76 -0.78 0.266
H 2.53 2.51 -1.24 0.205


[3]
48
Properties=species:S:1:pos:R:3:mulliken_charge:R:1 method="wB97M-V/def2-TZVPD" e_homo_ev=-8.4 total_charge=0 de_lowest_kj_mol=135.5 orbital_gap_ev=9.13 spin_multiplicity=1 e_lumo_ev=0.73
C 7.34 1.66 -0.85 -0.668
H 7.56 1.31 -1.86 0.302
H 8.25 1.87 -0.31 0.231
H 6.71 2.55 -0.91 0.293
O 6.67 0.64 -0.12 -0.304
C 5.50 0.24 -0.60 0.543
O 4.99 0.68 -1.60 -0.595
C 4.88 -0.87 0.25 0.337
N 3.51 -1.06 -0.15 -0.351
C 2.49 -0.62 0.67 0.573
O 2.67 -0.36 1.84 -0.692
N 1.28 -0.57 0.07 -0.194
H 1.21 -0.70 -0.93 0.302
C 0.09 -0.10 0.75 -0.089
C -0.26 1.33 0.34 -0.672
C -1.55 1.77 1.07 -1.093
N -2.67 0.89 0.82 0.049
C -2.35 -0.48 1.18 -0.993
C -1.10 -1.02 0.48 -0.615
H -0.88 -2.03 0.84 0.347
H -1.27 -1.08 -0.60 0.289
H -3.21 -1.10 0.95 0.482
H -2.19 -0.50 2.26 0.434
C -3.27 1.03 -0.50 -0.582
C -4.64 0.39 -0.53 0.275
C -5.53 0.63 0.50 -0.242
C -6.79 0.07 0.48 -0.573
C -7.18 -0.74 -0.58 -0.384
C -6.29 -0.98 -1.61 -0.609
C -5.02 -0.42 -1.59 -0.415
H -4.33 -0.61 -2.40 0.339
H -6.58 -1.61 -2.44 0.378
H -8.16 -1.18 -0.60 0.377
H -7.48 0.25 1.29 0.377
H -5.22 1.26 1.33 0.379
H -3.38 2.10 -0.69 0.440
H -2.65 0.61 -1.31 0.276
H -1.82 2.78 0.77 0.473
H -1.36 1.76 2.15 0.452
H 0.56 2.01 0.61 0.394
H -0.41 1.38 -0.74 0.255
H 0.34 -0.12 1.82 0.232
H 3.36 -0.99 -1.15 0.315
C 5.70 -2.15 0.10 -1.664
H 5.71 -2.47 -0.94 0.349
H 6.72 -1.98 0.43 0.424
H 5.25 -2.94 0.70 0.388
H 4.86 -0.55 1.30 0.426


[4]
47
Properties=species:S:1:pos:R:3:mulliken_charge:R:1 method="wB97M-V/def2-TZVPD" e_homo_ev="-22.2 / -22.9" total_charge=+4 de_lowest_kj_mol=0.0 orbital_gap_ev="8.85 / 6.30" spin_multiplicity=5 s2=6.03 e_lumo_ev="-13.33 / -16.57"
Pt -0.35 -0.52 0.28 0.876
C -2.72 -0.20 -1.40 -2.171
C -1.26 -0.03 -1.73 0.671
C -0.40 -1.21 -1.80 0.236
C -0.99 -2.59 -1.80 -1.693
C 0.99 -1.05 -2.19 1.092
C 1.85 -2.22 -2.43 -1.791
C 1.51 0.27 -2.43 1.110
C 2.95 0.51 -2.48 -2.200
C 0.56 1.36 -2.72 0.748
C 1.03 2.54 -3.43 -1.853
C -0.82 1.19 -2.36 1.030
C -1.83 2.21 -2.72 -1.829
H -3.28 -0.49 -2.30 0.521
H -3.15 0.73 -1.04 0.523
H -2.91 -0.98 -0.67 0.512
H -0.38 -3.31 -1.25 0.473
H -1.00 -2.95 -2.84 0.462
H -2.01 -2.64 -1.45 0.322
H 1.29 -3.07 -2.81 0.456
H 2.31 -2.57 -1.49 0.451
H 2.67 -2.00 -3.11 0.484
H 3.29 0.59 -3.53 0.513
H 3.53 -0.29 -2.02 0.486
H 3.23 1.47 -2.03 0.542
H 0.43 3.43 -3.26 0.468
H 0.97 2.35 -4.52 0.467
H 2.09 2.77 -3.25 0.386
H -1.50 2.88 -3.51 0.497
H -2.07 2.85 -1.85 0.431
H -2.77 1.76 -3.02 0.447
C -0.45 -2.57 4.53 -0.788
N -0.24 -1.11 4.47 0.105
C -0.09 -0.39 5.56 0.193
C 0.11 0.99 5.47 -0.673
C 0.16 1.59 4.14 0.888
N 0.01 0.83 3.04 -0.349
C -0.19 -0.47 3.19 0.650
O -0.37 -1.25 2.22 -0.863
N 0.35 2.88 4.04 -0.235
H -0.51 -2.89 5.57 0.349
H 0.38 -3.08 4.04 0.342
H -1.35 -2.83 3.99 0.328
H -0.14 -0.90 6.52 0.438
H 0.22 1.59 6.36 0.408
H 0.47 3.46 4.87 0.278
H 0.38 3.34 3.14 0.263


[5]
48
Properties=species:S:1:pos:R:3:mulliken_charge:R:1 method="wB97M-V/def2-TZVPD" e_homo_ev=-7.9 total_charge=0 de_lowest_kj_mol=83.2 orbital_gap_ev=8.63 spin_multiplicity=1 e_lumo_ev=0.71
C -7.03 -2.49 -0.30 -1.318
C -6.25 -1.28 0.18 0.805
O -6.70 -0.48 0.97 -0.621
N -5.01 -1.22 -0.38 -0.169
C -3.99 -0.27 -0.20 1.015
C -2.82 -0.45 -0.92 -0.825
C -1.80 0.48 -0.76 0.224
N -0.56 0.54 -1.34 -0.874
C 0.00 1.61 -0.85 0.803
N -0.80 2.29 0.03 0.306
C -1.97 1.58 0.11 0.399
C -3.14 1.76 0.83 -1.355
C -4.15 0.83 0.66 -0.408
H -5.07 0.93 1.20 0.562
H -3.27 2.59 1.50 0.394
C -0.53 3.50 0.75 -1.171
H -1.38 4.17 0.67 0.389
H -0.36 3.29 1.81 0.342
H 0.35 3.99 0.35 0.386
C 1.37 2.06 -1.21 -1.667
H 1.70 1.50 -2.08 0.389
H 1.35 3.12 -1.47 0.473
C 2.41 1.85 -0.08 -0.578
N 3.11 0.59 -0.24 0.026
C 4.29 0.52 0.60 -0.753
C 5.06 -0.76 0.29 -0.739
N 4.23 -1.91 0.56 -0.121
C 4.95 -3.15 0.37 -1.080
H 4.29 -3.98 0.62 0.339
H 5.81 -3.17 1.05 0.338
H 5.31 -3.28 -0.66 0.378
C 3.04 -1.84 -0.27 -0.947
C 2.27 -0.56 0.03 -0.254
H 1.39 -0.52 -0.62 0.268
H 1.94 -0.58 1.08 0.269
H 2.41 -2.71 -0.05 0.446
H 3.30 -1.86 -1.34 0.347
H 5.95 -0.81 0.93 0.463
H 5.39 -0.73 -0.76 0.350
H 4.93 1.39 0.39 0.399
H 4.03 0.53 1.67 0.362
H 3.15 2.64 -0.14 0.422
H 1.91 1.92 0.91 0.466
H -2.69 -1.29 -1.59 0.327
H -4.77 -1.96 -1.02 0.185
H -8.00 -2.50 0.17 0.355
H -6.50 -3.41 -0.05 0.327
H -7.15 -2.45 -1.38 0.326


[6]
48
Properties=species:S:1:pos:R:3:mulliken_charge:R:1 method="wB97M-V/def2-TZVPD" e_homo_ev=-9.3 total_charge=0 de_lowest_kj_mol=93.5 orbital_gap_ev=10.08 spin_multiplicity=1 e_lumo_ev=0.79
C -6.55 -1.88 1.14 -1.144
C -6.12 -2.08 -0.31 -0.491
C -4.73 -1.53 -0.60 -0.482
C -4.66 -0.01 -0.48 -0.532
H -4.79 0.30 0.56 0.374
H -5.41 0.47 -1.12 0.347
O -3.40 0.48 -0.95 -0.316
C -2.38 0.45 -0.10 0.075
O -2.46 0.07 1.04 -0.574
C -1.13 1.00 -0.75 0.015
C 0.15 0.66 0.01 -0.173
C 1.29 0.01 -0.76 -0.007
O 1.22 -0.96 -1.49 -0.714
N 2.42 0.70 -0.48 0.247
C 3.70 0.35 -1.03 -1.176
C 4.64 -0.23 0.04 -0.138
C 5.96 -0.68 -0.58 -0.623
O 6.93 -1.06 0.36 -0.380
C 6.69 -2.30 0.99 -0.658
H 5.83 -2.25 1.66 0.271
H 6.52 -3.09 0.25 0.300
H 7.58 -2.53 1.57 0.250
H 6.41 0.15 -1.13 0.295
H 5.77 -1.50 -1.29 0.339
H 4.14 -1.07 0.52 0.327
H 4.85 0.53 0.80 0.241
H 4.16 1.24 -1.48 0.369
H 3.52 -0.40 -1.80 0.426
C 2.23 1.87 0.35 -0.847
C 0.73 2.07 0.31 1.081
C -0.13 2.66 1.40 -1.039
C -1.28 2.95 0.79 -0.705
H -2.20 3.32 1.19 0.503
C -1.07 2.57 -0.67 -0.054
H -1.67 3.09 -1.41 0.608
O 0.31 2.80 -0.84 -0.588
H 0.13 2.72 2.43 0.451
H 2.76 2.73 -0.07 0.368
H 2.58 1.70 1.37 0.335
H -0.06 0.08 0.91 0.508
H -1.09 0.69 -1.79 0.704
H -4.01 -1.97 0.08 0.292
H -4.44 -1.81 -1.62 0.331
H -6.85 -1.61 -0.98 0.308
H -6.12 -3.15 -0.53 0.312
H -7.49 -2.39 1.33 0.362
H -5.80 -2.29 1.81 0.300
H -6.69 -0.83 1.36 0.304